1.
6 unconnected molecules or ions with the total composition C6H22O5. Source: the OMol25 dataset; level of theory: ωB97M-V/def2-TZVPD.

Atoms and positions in Å:
C: -1.95171 -1.16008 -1.87791
C: -1.53357 0.20155 -1.44909
C: -0.38542 0.32025 -0.75831
C: 0.47269 1.44511 -0.26264
C: 1.74239 0.87950 0.32413
C: 2.90090 0.70347 -0.63743
H: -2.42209 -1.58266 -0.96897
H: -1.09240 -1.77132 -2.11015
H: -2.46176 -1.26727 -2.84151
H: -2.10232 1.12347 -1.75174
H: -0.02368 -0.68214 -0.44087
H: 0.66054 2.07785 -1.15345
H: -0.09729 2.16917 0.34038
H: 2.11356 1.51538 1.15678
H: 1.53927 -0.02099 0.93951
H: 3.11215 1.56325 -1.25505
H: 2.55344 -0.17852 -1.19707
H: 3.83076 0.43318 -0.14002
O: 0.74732 -2.62126 0.15088
H: 0.40268 -2.78605 1.06451
H: 1.21699 -3.48137 -0.10199
O: -1.40438 1.77775 2.94770
H: -2.18484 1.30849 2.65254
H: -1.51779 1.79514 3.89357
O: 1.31031 -1.09016 2.81031
H: 1.52926 -0.16652 2.66758
H: 1.23756 -1.26390 3.76044
O: 0.52169 -0.20313 -3.46906
H: 0.76624 -0.28980 -2.57435
H: 1.13184 -0.69901 -4.01852
O: -3.58185 0.67931 1.80490
H: -4.17148 1.03854 1.12773
H: -2.85901 0.23280 1.36719

Properties
- SMILES: C/C=C/CCC.O.O.O.O.O
- Charge: 0
- Energy above the lowest of the compared OMol25 structures with the same formula, charge and spin: 184.3 kJ/mol
- Kohn-Sham gap: 9.085 eV
- LUMO level: 0.5 eV
- Electronic energy: -16814.715 eV

2.
6 unconnected molecules or ions with the total composition C6H22O6. Source: the OMol25 dataset; level of theory: ωB97M-V/def2-TZVPD.

Atoms and positions in Å:
C: -1.57691 1.36421 2.39471
C: -0.14480 0.91766 2.63512
C: -0.02423 -0.60126 2.81412
C: -0.27241 -1.41868 1.53866
C: 0.71421 -1.11470 0.38601
C: 2.12113 -1.13213 0.88264
O: 2.91597 -0.22454 0.73347
H: -1.63608 2.44348 2.21251
H: -2.23850 1.15457 3.23850
H: -2.01509 0.89931 1.51607
H: 0.25535 1.43597 3.51484
H: 0.48233 1.23970 1.80144
H: -0.76437 -0.93756 3.54895
H: 0.96636 -0.83921 3.22704
H: -1.27696 -1.20711 1.15549
H: -0.23942 -2.48391 1.78395
H: 0.58023 -1.83412 -0.42445
H: 0.43643 -0.15164 -0.03643
H: 2.46528 -2.01598 1.45034
O: 1.96094 2.07018 -0.42306
H: 2.35723 1.28733 0.03066
H: 2.69702 2.66538 -0.64056
O: 0.88928 -0.81989 -3.50251
H: 1.15198 -0.63990 -4.40686
H: 0.71187 0.09435 -3.12965
O: 0.22258 1.56094 -2.49785
H: 0.82362 1.80878 -1.75609
H: -0.66055 1.32648 -2.13469
O: -2.18615 0.46038 -1.80206
H: -2.88275 0.92811 -2.29300
H: -2.07271 -0.40934 -2.25480
O: -1.59926 -1.75603 -3.28064
H: -0.66412 -1.46031 -3.44546
H: -1.49749 -2.61054 -2.83643

Properties
- SMILES: CCCCCC=O.O.O.O.O.O
- Charge: 0
- Energy above the lowest of the compared OMol25 structures with the same formula, charge and spin: 0.0 kJ/mol
- Kohn-Sham gap: 11.040 eV
- LUMO level: 0.6 eV
- Electronic energy: -18864.992 eV

3.
A molecular structure, C6H23B2CsN. Source: the OMol25 dataset; level of theory: ωB97M-V/def2-TZVPD.

Atoms and positions in Å:
Cs: -1.39825 1.11600 1.67068
B: 0.62652 0.29163 4.34972
H: 1.34946 -0.25995 3.61454
H: 0.85611 1.43264 4.27856
H: -0.46898 0.03479 4.08502
H: 0.70283 0.01482 5.48199
B: 0.93042 3.66809 1.46650
H: -0.03473 4.15331 1.87358
H: 1.32656 4.24585 0.53007
H: 1.69920 3.61914 2.33809
H: 0.71978 2.61368 1.06087
C: -0.14998 0.69559 -3.26928
C: -0.77550 -0.57637 -2.66882
N: -0.32125 -0.83682 -1.32488
C: 1.12477 -1.11301 -1.23615
C: 1.61685 -0.92194 0.17551
C: -1.00294 -1.96958 -0.69218
C: -2.52887 -1.82408 -0.68957
H: -0.21091 1.51466 -2.55662
H: -0.77812 0.93660 -4.13457
H: 0.82760 0.50343 -3.70308
H: -1.85753 -0.47707 -2.74113
H: -0.48852 -1.40063 -3.35294
H: 1.63147 -0.34738 -1.82920
H: 1.42980 -2.05424 -1.71418
H: 1.64409 -1.86030 0.74122
H: 1.05603 -0.22920 0.79364
H: 2.66143 -0.60724 0.20305
H: -0.69588 -2.89201 -1.21013
H: -0.68732 -2.05111 0.34829
H: -2.86740 -2.49373 0.10672
H: -2.92715 -0.85756 -0.36124
H: -3.00961 -2.06800 -1.63408

Properties
- Charge: -1
- Energy above the lowest of the compared OMol25 structures with the same formula, charge and spin: 110.6 kJ/mol
- Kohn-Sham gap: 6.530 eV
- LUMO level: 1.7 eV
- Electronic energy: -9983.828 eV

4.
5 unconnected molecules or ions with the total composition C6H23NO4S. Source: the OMol25 dataset; level of theory: ωB97M-V/def2-TZVPD.

Atoms and positions in Å:
C: 0.62082 -2.80242 1.15998
C: 0.87923 -1.70515 2.18266
C: -0.18441 -0.61918 2.23386
N: -0.20923 0.22682 1.04161
C: -1.04731 1.40498 1.22611
C: -0.84864 2.46554 0.14029
C: -1.71275 2.29658 -1.11781
S: -0.84528 1.67691 -2.59577
H: 0.73590 -2.45624 0.13961
H: -0.39079 -3.20491 1.23149
H: 1.30713 -3.63144 1.30477
H: 0.94535 -2.15314 3.17435
H: 1.84657 -1.25155 1.98349
H: 0.00920 0.02563 3.09031
H: -1.16495 -1.07057 2.40493
H: -0.55104 -0.32229 0.24725
H: -2.09783 1.12437 1.26506
H: -0.81613 1.85292 2.19636
H: 0.20124 2.48534 -0.12949
H: -1.05563 3.44536 0.58141
H: -2.10747 3.25227 -1.44103
H: -2.56906 1.65859 -0.92013
H: -0.54531 0.46278 -2.12197
O: -1.95487 -0.98097 -0.97179
H: -1.23269 -1.24699 -1.58110
H: -2.71932 -0.82759 -1.53130
O: 2.37965 1.04286 0.33051
H: 2.98584 0.63190 0.94166
H: 1.45565 0.80675 0.62757
O: 0.18941 -1.42230 -2.68635
H: 1.01360 -0.92387 -2.48610
H: 0.15695 -1.52022 -3.63465
O: 2.43808 0.05838 -2.25783
H: 2.42443 0.90131 -2.73015
H: 2.46369 0.31953 -1.29780

Properties
- SMILES: CCCNCCCS.O.O.O.O
- Charge: 0
- Energy above the lowest of the compared OMol25 structures with the same formula, charge and spin: 0.0 kJ/mol
- Kohn-Sham gap: 9.431 eV
- LUMO level: 0.6 eV
- Electronic energy: -27111.332 eV

5.
5 unconnected molecules or ions with the total composition C6H23NO5. Source: the OMol25 dataset; level of theory: ωB97M-V/def2-TZVPD.

Atoms and positions in Å:
C: 1.13479 0.60800 5.12526
O: 1.19752 0.07623 3.82784
C: 0.13792 0.56756 2.95442
C: 0.54392 0.03197 1.57084
C: 0.71070 -1.52379 1.49077
N: 1.75075 0.59002 1.02446
H: 0.28931 0.24517 5.70974
H: 1.12819 1.69795 5.13221
H: 2.09037 0.31445 5.55977
H: -0.85159 0.22985 3.26253
H: 0.22708 1.65223 2.89421
H: -0.27937 0.32237 0.91818
H: -0.17042 -2.07710 1.81570
H: 1.50670 -1.83985 2.16499
H: 1.05217 -1.86977 0.51516
H: 1.64200 1.58869 0.91986
H: 2.43866 0.55874 1.76330
C: -2.23715 0.77721 -3.87565
C: -1.76231 1.71915 -2.75457
O: -2.85556 2.54265 -2.47071
H: -2.54886 1.13468 -4.85706
H: -3.10255 0.14969 -3.66256
H: -1.50523 0.05734 -4.24196
H: -0.90807 2.28322 -3.12901
H: -1.39083 1.13638 -1.91166
H: -3.67339 2.08731 -2.25756
O: 1.27126 -0.66766 -1.63082
H: 0.33067 -0.75284 -1.78660
H: 1.33607 -0.29257 -0.75256
O: -1.61515 -1.73026 -1.48530
H: -2.41084 -1.85724 -2.00199
H: -1.89565 -1.20078 -0.73885
O: 3.14479 -2.03800 -3.15717
H: 2.56350 -1.68178 -2.48527
H: 2.71059 -2.83923 -3.44993

Properties
- SMILES: COC[C@H](C)N.CCO.O.O.O
- Charge: 0
- Energy above the lowest of the compared OMol25 structures with the same formula, charge and spin: 170.6 kJ/mol
- Kohn-Sham gap: 10.357 eV
- LUMO level: 0.1 eV
- Electronic energy: -18321.460 eV

6.
5 unconnected molecules or ions with the total composition C6H23NO5. Source: the OMol25 dataset; level of theory: ωB97M-V/def2-TZVPD.

Atoms and positions in Å:
C: -2.65798 0.11501 -1.51039
C: -1.17278 0.45442 -1.38622
C: -0.76773 1.82755 -1.90280
C: 0.71615 2.14228 -1.70519
C: 1.14411 2.10827 -0.23472
N: 0.33797 3.06324 0.57629
C: 0.12526 2.63945 1.92876
O: -0.96180 1.71958 2.09433
H: -2.85333 -0.94377 -1.40638
H: -3.02700 0.51087 -2.46556
H: -3.26781 0.68602 -0.80451
H: -0.91442 0.17908 -0.36558
H: -0.60130 -0.24048 -2.01621
H: -1.41475 2.61400 -1.50437
H: -1.00418 1.81614 -2.97094
H: 1.25730 1.39739 -2.28286
H: 0.90112 3.17885 -1.93417
H: 2.16002 2.48729 -0.08968
H: 1.12777 1.12467 0.24754
H: -0.49874 3.35824 0.12081
H: -0.26525 3.46083 2.51770
H: 1.06829 2.23072 2.28696
H: -1.17449 1.16140 1.34307
O: -1.97100 -2.63158 0.19029
H: -1.12284 -2.62496 -0.26327
H: -1.79054 -3.19442 0.96328
O: 3.08380 -2.02967 1.25318
H: 3.70986 -2.64827 0.86177
H: 3.18784 -1.25324 0.69438
O: 1.63485 -3.09768 -1.06200
H: 1.44815 -2.34143 -1.62862
H: 1.70635 -3.85600 -1.65188
O: -0.08657 -3.66262 1.70545
H: 0.53921 -3.54066 0.98692
H: 0.18849 -3.23678 2.52166

Properties
- SMILES: CCCCCNCO.O.O.O.O
- Charge: 0
- Energy above the lowest of the compared OMol25 structures with the same formula, charge and spin: 122.5 kJ/mol
- Kohn-Sham gap: 8.909 eV
- LUMO level: 0.0 eV
- Electronic energy: -18321.959 eV

> Which value of LUMO level does entry 4 give?

0.6 eV

> LUMO level of number 5 (C6H23NO5)?

0.1 eV